Arrangement A

The following is a quantum chemistry calculation of a molecular structure, C4H14N4, from the OMol25 dataset.

The geometry in ORCA input format:
```
! RIJCOSX wB97M-V def2-TZVPD def2/J DEFGRID3
* xyz 0 1
C 0.07462 -0.08261 0.34683
C 0.54622 0.53215 -0.84852
C -0.22260 -1.55241 0.40073
C -2.66414 0.12440 -0.92757
N 2.27114 -0.12049 -0.69909
N -1.53774 0.95877 -0.58235
N 0.37700 0.49724 1.55839
N 3.08873 0.40383 0.31462
H 2.27820 -1.13307 -0.59207
H -1.75460 1.49872 0.25407
H 0.43536 1.50451 1.58084
H -0.03006 0.08295 2.38313
H 3.31065 1.36594 0.08410
H 2.64547 0.38282 1.23961
H 0.28978 0.06992 -1.78898
H 0.79046 1.58503 -0.83287
H 0.45583 -2.06858 1.08209
H -1.24182 -1.70649 0.76200
H -0.15458 -2.00633 -0.58470
H -3.54972 0.71815 -1.19682
H -2.98418 -0.58364 -0.13657
H -2.42402 -0.47078 -1.81690
*
```

Output
- LUMO (eV) = 0.71
- HOMO (eV) = -6.79
- gap between HOMO and LUMO (eV) = 7.50

Atomic partial charges in e from the Mulliken method, atoms 1 to 4: C 1.0469; C -0.6795; C -1.7291; C -0.7847

---

Arrangement B

The following is a quantum chemistry calculation of 2 unconnected molecules or ions with the total composition C4H14N4, from the OMol25 dataset.

The geometry in ORCA input format:
```
! RIJCOSX wB97M-V def2-TZVPD def2/J DEFGRID3
* xyz 0 1
C -1.66654 -1.26947 -1.33034
C -0.33961 1.30176 -1.39631
N -0.58209 -0.97667 -0.39499
C -0.25543 0.40067 -0.18485
N -0.73985 -1.74949 0.78929
N -0.54501 0.91940 1.04702
H -1.27422 -1.21542 1.47552
H 0.17630 -1.91695 1.18859
H -0.50675 1.93295 1.03237
H -1.45164 -0.85350 -2.31360
H -2.63624 -0.88067 -0.98556
H -1.73848 -2.35044 -1.41982
H -1.37922 1.53778 -1.63902
H 0.11971 0.83510 -2.26684
H 0.18480 2.23707 -1.19669
C 2.16161 0.02720 0.76031
N 1.73137 0.33146 2.01283
H 2.07536 1.24988 2.28813
H 0.28325 0.58870 1.76320
H 2.23653 -1.03737 0.52223
H 2.96678 0.60854 0.29887
H 1.17933 0.27948 -0.05034
*
```

Output
- LUMO (eV) = 0.84
- HOMO (eV) = -8.06
- gap between HOMO and LUMO (eV) = 8.89

Atomic partial charges in e from the Mulliken method, atoms 1 to 4: C -0.9048; C -1.6975; N 0.2478; C 0.5523

---

Arrangement C

The following is a quantum chemistry calculation of 3 unconnected molecules or ions with the total composition C4H14N4, from the OMol25 dataset.

The geometry in ORCA input format:
```
! RIJCOSX wB97M-V def2-TZVPD def2/J DEFGRID3
* xyz 0 1
C 1.14614 0.29299 1.60620
C 2.16657 -0.35425 -0.51006
N 0.94841 -0.03003 0.19880
N 0.25362 1.79586 -0.64094
N 1.02142 2.16048 -1.47159
H 0.60372 2.59462 -2.33187
H 1.42702 -0.59241 2.18952
H 1.93414 1.04043 1.71988
H 2.61601 0.57966 -0.88208
H 0.22095 0.70290 2.01369
H 1.93095 -0.97422 -1.37751
H 2.90927 -0.87626 0.10428
C -1.07785 -1.66180 -0.32438
C -2.56037 0.14818 0.35792
N -1.83008 -0.53698 -0.69590
H -1.30791 0.13363 -1.26293
H -3.06686 1.01881 -0.05897
H -1.52166 -2.23776 0.48317
H -0.74528 -2.26647 -1.16743
H 0.15880 -0.90140 0.09956
H -3.31212 -0.52740 0.77274
H -1.91489 0.49141 1.17790
*
```

Output
- LUMO (spin up / spin down) (eV) = 1.12 / 0.18
- HOMO (spin up / spin down) (eV) = -7.10 / -6.85
- gap between HOMO and LUMO (spin up / spin down) (eV) = 8.21 / 7.03

Atomic partial charges in e from the Mulliken method, atoms 1 to 4: C -1.0756; C -1.0207; N 0.0453; N 0.1001

---

Most stable structure: arrangement B

---

Arrangement A

The following is a quantum chemistry calculation of 2 unconnected molecules or ions with the total composition C6H9Cl, from the OMol25 dataset.

The geometry in ORCA input format:
```
! RIJCOSX wB97M-V def2-TZVPD def2/J DEFGRID3
* xyz 0 1
C 2.43420 -0.20992 -1.75655
C 2.33153 0.15410 -0.50328
C -0.42259 -0.23723 0.95528
C 0.33750 0.66939 0.07462
C -0.78298 -0.02265 -0.49336
C -1.99113 0.86037 -0.83339
Cl 3.44932 0.51579 0.70925
H 3.39279 -0.46981 -2.20441
H 1.52278 -0.44388 -2.31025
H -0.03651 -1.05672 1.43477
H -1.13821 0.40909 1.59820
H 0.27458 1.79178 0.19416
H -0.81019 -0.88317 -1.08363
H -2.86610 0.15180 -0.60625
H -2.10135 1.02718 -1.85831
H -2.14494 1.76956 -0.35962
*
```

Output
- LUMO (eV) = 0.97
- HOMO (eV) = -9.13
- gap between HOMO and LUMO (eV) = 10.10

Atomic partial charges in e from the Mulliken method, atoms 1 to 4: C -0.6089; C 0.1857; C -0.5665; C -0.2130

---

Arrangement B

The following is a quantum chemistry calculation of 2 unconnected molecules or ions with the total composition C6H9Cl, from the OMol25 dataset.

The geometry in ORCA input format:
```
! RIJCOSX wB97M-V def2-TZVPD def2/J DEFGRID3
* xyz 0 1
C -1.94332 -2.35828 -0.89802
C 0.14773 1.40135 2.10740
C -1.44324 -1.93266 0.19704
C 0.97506 1.27433 1.07359
C 0.70872 0.67521 -1.35608
C 0.80456 0.13115 0.09260
Cl 2.33158 -0.88825 0.28385
H -2.02164 -2.07713 -1.92327
H -2.87297 -2.77357 -0.61952
H -0.75545 0.70194 2.31730
H 0.32210 2.17702 2.72201
H 1.84758 1.78089 0.91217
H 1.42872 0.23116 -2.06717
H 0.74530 1.78163 -1.38396
H -0.27481 0.38788 -1.81571
H 0.00006 -0.51266 0.35777
*
```

Output
- LUMO (eV) = -0.39
- HOMO (eV) = -9.80
- gap between HOMO and LUMO (eV) = 9.41

Atomic partial charges in e from the Mulliken method, atoms 1 to 4: C -0.6650; C -0.7855; C -0.1918; C -0.5801

---

Arrangement C

The following is a quantum chemistry calculation of C6H9Cl in the gas phase, from the OMol25 dataset.

The geometry in ORCA input format:
```
! RIJCOSX wB97M-V def2-TZVPD def2/J DEFGRID3
* xyz 0 1
Cl 2.42656 0.09577 -0.28312
C 0.97135 -0.33694 0.61243
C -0.27386 0.49209 0.71353
C -1.29147 1.32440 -0.05016
C -2.38272 0.20632 -0.30856
C -1.67431 -1.19990 -0.09214
C -0.23237 -0.73169 -0.17484
H 1.24985 -0.82523 1.56705
H -0.71798 0.20991 1.67223
H -0.87906 1.70846 -0.99431
H -1.69859 2.13118 0.53329
H -3.21674 0.29903 0.34881
H -2.73484 0.27838 -1.33365
H -1.98313 -1.92762 -0.86612
H -1.93328 -1.62900 0.87991
H -0.03753 -0.39893 -1.19569
*
```

Output
- LUMO (eV) = 1.08
- SMILES string = ClC1[C@H]2CCC[C@H]12
- HOMO (eV) = -8.97
- gap between HOMO and LUMO (eV) = 10.05

Atomic partial charges in e from the Mulliken method, atoms 1 to 4: Cl -0.2177; C 0.1809; C -0.0979; C -0.8114

---

Arrangement D

The following is a quantum chemistry calculation of C6H9Cl in the gas phase, from the OMol25 dataset.

The geometry in ORCA input format:
```
! RIJCOSX wB97M-V def2-TZVPD def2/J DEFGRID3
* xyz 0 1
C -1.89949 -0.34970 -1.32010
C -1.24270 0.84477 -0.71287
C -0.20626 0.81386 0.43495
C -0.04364 -0.60195 1.43112
C 1.31561 0.77459 0.18647
C 2.01975 -0.32635 -0.30370
Cl 1.58821 -1.74585 -1.11237
H -1.91687 -1.34820 -0.70859
H -2.63436 -0.07838 -2.25331
H -1.38141 1.84477 -1.34005
H -0.44948 1.81232 0.90216
H -1.02139 -1.16196 2.03304
H 0.17920 -1.50471 0.68474
H 0.79714 -0.71862 2.09430
H 1.89083 1.72277 0.59233
H 3.00488 0.02266 -0.60814
*
```

Output
- LUMO (eV) = 0.83
- SMILES string = C=C[C@@H](C)/C=C\Cl
- HOMO (eV) = -8.88
- gap between HOMO and LUMO (eV) = 9.71

Atomic partial charges in e from the Mulliken method, atoms 1 to 4: C -0.6064; C -0.1807; C 0.2323; C -1.1825

---

Most stable structure: arrangement C

---

Arrangement A

The following is a quantum chemistry calculation of C5H8OS2 in the gas phase, from the OMol25 dataset.

The geometry in ORCA input format:
```
! RIJCOSX wB97M-V def2-TZVPD def2/J DEFGRID3
* xyz 0 1
C -2.49545 1.09462 0.24409
C -1.80719 0.03660 0.77172
C -0.52123 -0.54614 0.31265
C 0.64420 -0.17825 1.27283
S 1.03799 1.61859 1.42453
S -0.27437 -0.20692 -1.44659
C 0.88101 -1.48767 -1.81648
O 1.67098 -2.02357 -1.05415
H -2.21276 1.56145 -0.71476
H -3.34459 1.50371 0.78253
H -2.16899 -0.38553 1.70385
H -0.55577 -1.65129 0.41746
H 1.58217 -0.64482 0.99214
H 0.29456 -0.60040 2.26003
H -0.26583 1.96856 1.53246
H 0.87743 -1.66495 -2.89629
*
```

Output
- LUMO (eV) = 0.65
- SMILES string = C=C[C@H](CS)SC=O
- HOMO (eV) = -9.15
- gap between HOMO and LUMO (eV) = 9.79

Atomic partial charges in e from the Mulliken method, atoms 1 to 4: C -0.6743; C -0.3950; C 0.1934; C -0.7457

---

Arrangement B

The following is a quantum chemistry calculation of 2 unconnected molecules or ions with the total composition C5H8OS2, from the OMol25 dataset.

The geometry in ORCA input format:
```
! RIJCOSX wB97M-V def2-TZVPD def2/J DEFGRID3
* xyz 0 1
C 0.54656 1.17612 -0.81567
C 0.50131 0.05104 0.29241
C -0.75502 0.48158 1.21685
C -1.04753 -1.19807 -0.99148
C 0.21836 -1.29844 -0.00123
H 0.14233 3.44187 -0.26241
H 0.88277 0.81920 -1.73993
H -0.52820 1.33907 -1.00386
H -0.89735 1.55058 1.45318
H -0.74746 0.16263 2.25957
H -0.79418 -0.74737 -1.99715
H -1.48678 -2.17690 -1.21831
H -0.05490 -1.68713 0.88513
O 1.35691 2.10304 -0.18954
S -2.23211 0.06258 0.08787
S 1.97251 -0.98756 0.22055
*
```

Output
- LUMO (eV) = -2.08
- HOMO (eV) = -8.91
- gap between HOMO and LUMO (eV) = 6.83

Atomic partial charges in e from the Mulliken method, atoms 1 to 4: C -0.5274; C 0.4978; C -0.6978; C -0.6293

---

Most stable structure: arrangement A